Record 1
13 unconnected molecules or ions with the total composition C27H83N13O13. Source: the Open Molecules 2025 dataset; level of theory: ωB97M-V with the def2-TZVPD basis set.

Last column: Löwdin charge in e.
Cartesian coordinates (Å):
C1 -18.52946 -29.83231 17.91733  -0.06
C2 -18.45454 -31.26826 18.54077  -0.38
C3 -18.44534 -31.35040 20.08729  -0.20
O1 -18.28285 -32.71527 20.40128  -0.18
C4 -18.49922 -32.92811 21.80188  -0.10
N1 -19.53464 -32.02320 17.91396  0.05
H1 -19.35107 -29.17041 18.19108  0.06
H2 -18.24955 -29.70718 16.87134  0.06
H3 -17.78242 -29.16024 18.33967  0.06
H4 -17.52053 -31.59720 18.08523  0.14
H5 -19.38495 -30.97082 20.48874  0.13
H6 -17.58011 -30.79112 20.44323  0.13
H7 -17.85992 -32.28907 22.41100  0.08
H8 -18.26741 -33.92968 22.16413  0.09
H9 -19.50459 -32.67040 22.13491  0.08
H10 -19.68846 -32.73411 18.61470  0.08
H11 -20.33277 -31.42021 18.05357  0.07
C5 -17.02582 -26.15173 16.75572  -0.04
C6 -18.43128 -25.86236 16.29657  -0.37
C7 -19.50524 -25.94781 17.43304  -0.18
O2 -20.82819 -26.01964 16.98268  -0.21
C8 -21.60088 -26.90163 17.72612  -0.10
N2 -18.61599 -24.53695 15.68750  0.07
H12 -16.91219 -27.18159 17.09421  0.07
H13 -16.71186 -25.43246 17.51215  0.07
H14 -16.19236 -26.03005 16.06388  0.06
H15 -18.77980 -26.64135 15.61847  0.11
H16 -19.37825 -25.05714 18.04842  0.10
H17 -19.30638 -26.76716 18.12386  0.11
H18 -21.43303 -27.94544 17.46080  0.08
H19 -22.64203 -26.59469 17.62664  0.08
H20 -21.41622 -26.79444 18.79501  0.07
H21 -18.59381 -23.86218 16.43870  0.04
H22 -17.84414 -24.27567 15.09077  0.08
C9 -25.56452 -25.03231 17.60692  -0.09
C10 -26.34739 -26.26272 17.92871  -0.40
C11 -27.52052 -25.97312 18.95054  -0.20
O3 -28.47299 -25.10424 18.37842  -0.19
C12 -29.66024 -24.99846 19.21066  -0.09
N3 -26.88147 -26.71617 16.60729  0.05
H23 -24.66928 -25.23848 17.02030  0.05
H24 -25.30771 -24.37861 18.44048  0.08
H25 -26.16967 -24.40292 16.95441  0.08
H26 -25.67175 -27.01973 18.32689  0.11
H27 -27.22131 -25.66138 19.95123  0.12
H28 -28.06336 -26.91574 19.02045  0.12
H29 -30.11319 -24.04696 18.93209  0.08
H30 -29.59783 -24.91131 20.29538  0.08
H31 -30.44768 -25.71975 18.99206  0.08
H32 -27.45417 -25.95434 16.27304  0.06
H33 -27.49894 -27.50123 16.75734  0.07
C13 -21.97126 -22.70222 17.27966  -0.07
C14 -21.60603 -22.40806 18.72882  -0.25
O4 -20.39871 -21.58305 18.68620  -0.12
H34 -21.14161 -23.15028 16.73283  0.06
H35 -22.26932 -21.81112 16.72722  0.09
H36 -22.78792 -23.42374 17.30380  0.06
H37 -21.47666 -23.38737 19.18959  0.09
H38 -22.37770 -21.82846 19.23546  0.12
H39 -20.31696 -21.12282 19.52470  0.10
C15 -16.35646 -28.91207 14.14958  -0.09
C16 -15.61152 -28.61660 12.89251  -0.35
O5 -15.45373 -29.74318 12.06244  -0.06
H40 -17.15763 -29.64338 14.04294  0.07
H41 -16.79400 -28.00004 14.55561  0.05
H42 -15.62809 -29.34666 14.83420  0.08
H43 -14.62009 -28.24474 13.15113  0.11
H44 -16.06391 -27.82251 12.29849  0.11
H45 -14.80311 -30.30369 12.49152  0.08
C17 -24.11345 -27.85463 21.85230  -0.07
C18 -23.66966 -26.77655 20.87014  -0.29
O6 -23.07458 -25.66867 21.54392  -0.10
H46 -24.67997 -27.42376 22.67783  0.08
H47 -23.24966 -28.37547 22.26543  0.07
H48 -24.78777 -28.57130 21.38349  0.08
H49 -24.52183 -26.34530 20.34486  0.10
H50 -23.00056 -27.29049 20.18002  0.09
H51 -23.69632 -25.33058 22.19254  0.10
C19 -14.65475 -24.42905 14.16295  -0.07
C20 -15.08978 -23.21995 13.27697  -0.29
O7 -14.16991 -23.21611 12.18214  -0.09
H52 -14.71953 -25.34984 13.58324  0.06
H53 -15.21006 -24.38468 15.09984  0.04
H54 -13.60858 -24.42028 14.46881  0.07
H55 -14.92326 -22.28158 13.80598  0.11
H56 -16.11721 -23.34019 12.93344  0.10
H57 -14.66623 -22.78418 11.48306  0.07
C21 -20.23636 -29.16724 14.75895  -0.08
C22 -20.71721 -30.50070 15.29825  -0.30
O8 -19.66443 -31.48156 15.22737  -0.09
H58 -20.99264 -28.39452 14.89694  0.06
H59 -19.86585 -29.27385 13.73942  0.09
H60 -19.41484 -28.70802 15.30878  0.03
H61 -21.61307 -30.83171 14.77293  0.11
H62 -21.07094 -30.38669 16.32294  0.07
H63 -19.16661 -31.51155 16.04766  0.01
C23 -17.26124 -21.90558 17.27216  -0.87
O9 -16.15921 -21.92104 16.89461  0.08
N4 -18.26307 -21.28168 16.75251  0.18
N5 -17.68797 -22.66743 18.24418  0.17
H64 -17.95204 -20.56676 16.11045  0.12
H65 -19.19514 -21.30450 17.14086  0.08
H66 -17.06766 -23.42963 18.47730  0.07
H67 -18.65252 -22.60329 18.53681  0.07
C24 -25.03239 -30.02809 16.97792  -0.80
O10 -25.63401 -30.53871 17.92332  0.01
N6 -23.87666 -29.39886 17.05919  0.16
N7 -25.46104 -29.99190 15.78136  0.18
H68 -23.35092 -29.61362 17.89440  0.11
H69 -23.59714 -28.72230 16.36333  0.10
H70 -24.98782 -29.19419 15.38158  0.11
H71 -26.38285 -30.31466 15.52407  0.13
C25 -15.68500 -25.22737 20.42314  -0.72
O11 -16.60012 -24.38384 20.31066  -0.01
N8 -15.70093 -26.39239 20.98624  0.18
N9 -14.43708 -25.03169 20.06586  0.16
H72 -16.54088 -26.71123 21.44768  0.08
H73 -14.88116 -26.95291 20.80212  0.11
H74 -14.22813 -24.15297 19.61387  0.13
H75 -13.74555 -25.72790 20.30499  0.11
C26 -19.47341 -26.66513 21.46519  -0.76
O12 -18.49001 -27.37912 21.59485  0.01
N10 -19.46524 -25.71912 20.58470  0.18
N11 -20.63643 -26.81379 22.04649  0.19
H76 -20.29419 -25.21271 20.30812  0.10
H77 -18.55347 -25.40006 20.28977  0.08
H78 -20.60859 -27.60192 22.67752  0.12
H79 -21.47799 -26.38527 21.68840  0.05
C27 -21.82239 -25.14371 13.55851  -0.80
O13 -22.46927 -25.21738 12.50375  -0.01
N12 -20.62084 -24.76379 13.58726  0.18
N13 -22.27471 -25.41654 14.75677  0.18
H80 -20.13613 -24.44669 12.75987  0.13
H81 -20.12405 -24.77054 14.46661  0.05
H82 -23.19376 -25.81648 14.88127  0.11
H83 -21.58276 -25.66492 15.44931  0.05

Computed properties:
Energy relative to the best compared isomer or geometry (same formula, charge and spin): 5.045 eV
Lowest unoccupied orbital energy: -0.003 hartree
Maximum force: 6.33 eV/A
E: -2768.4183 Ha
Orbital gap: 8.7 eV

***

Record 2
A gas-phase ion, C17H22Cl2N3O5S3 (charge +1). Source: the Open Molecules 2025 dataset; level of theory: ωB97M-V with the def2-TZVPD basis set.

Last column: Löwdin charge in e.
Cartesian coordinates (Å):
C1 1.61394 2.86537 0.53139  -0.13
C2 0.63212 2.93214 1.80878  -0.28
C3 0.69059 1.64090 2.76045  -0.59
Cl1 2.46647 1.31068 3.19969  0.62
C4 -0.01576 0.33121 2.10806  -0.12
C5 0.87092 -0.84362 1.55555  0.08
C6 0.20004 -2.11721 0.96267  0.03
C7 0.97241 -3.39669 0.40168  -0.35
O1 1.21218 -4.33282 1.20630  0.13
O2 1.40552 -3.46127 -0.95464  -0.04
C8 2.50912 -2.53389 -1.17507  -0.22
C9 3.83663 -2.85716 -0.32287  -0.38
S1 4.59034 -1.25636 0.33153  0.90
C10 4.63446 -0.03623 -1.04250  -0.50
N1 4.23181 -0.11360 -2.41555  -0.01
N2 4.46226 1.09273 -3.00975  0.00
C11 4.99331 1.99032 -2.02135  -0.07
O3 5.12287 1.29143 -0.79179  -0.07
C12 -1.37731 -2.18381 0.93751  0.11
C13 -2.16834 -0.95406 1.50426  -0.13
C14 -3.75952 -1.03516 1.44824  -0.16
C15 -4.40186 -0.72832 0.00063  -0.18
C16 -3.35074 -0.26434 -1.12214  -0.24
C17 -4.18179 0.50984 -2.30043  -0.23
S2 -2.86510 1.44842 -3.26770  0.47
O4 -3.39682 2.07872 -4.51906  -0.36
O5 -1.74798 0.44510 -3.51180  -0.40
Cl2 -2.00810 2.92246 -2.01741  0.32
N3 -1.48283 0.22758 2.05107  -0.33
S3 -2.39489 1.59813 2.68247  0.88
H1 2.71530 3.05083 0.82013  0.08
H2 1.46011 1.92074 -0.09539  0.08
H3 1.32725 3.75685 -0.14702  0.09
H4 0.99671 3.83098 2.44329  0.13
H5 -0.41773 3.19196 1.43554  0.08
H6 0.17867 1.85535 3.77606  0.10
H7 2.01791 -0.81459 1.56208  0.06
H8 2.75521 -2.56574 -2.29230  0.14
H9 2.16848 -1.45152 -0.93256  0.11
H10 4.60144 -3.34633 -1.03470  0.10
H11 3.68420 -3.60235 0.53550  0.10
H12 5.27083 3.08243 -2.25021  0.15
H13 -1.94423 -3.09863 0.53955  0.15
H14 -4.30054 -0.37106 2.20843  0.09
H15 -4.03595 -2.12342 1.73271  0.13
H16 -4.86704 -1.72172 -0.37108  0.13
H17 -5.29792 -0.00799 0.11300  0.13
H18 -2.56159 0.48109 -0.76924  0.07
H19 -2.92113 -1.19956 -1.62567  0.13
H20 -4.84214 1.31396 -1.79015  0.12
H21 -4.78920 -0.19685 -2.95736  0.13
H22 -2.49258 1.44509 4.08119  -0.05

Computed properties:
Lowest unoccupied orbital energy: -0.188 hartree
Net charge: +1
Maximum force: 6.12 eV/A
E: -3315.7830 Ha
Orbital gap: 6.1 eV

***

Record 3
A molecular structure, C25H18BN3O7PtS. Source: the Open Molecules 2025 dataset; level of theory: ωB97M-V with the def2-TZVPD basis set.

Last column: Löwdin charge in e.
Cartesian coordinates (Å):
Pt1 -0.53858 1.10042 -1.03846  1.02
O1 -2.41691 -0.68989 6.16858  0.08
N1 -1.63281 0.01069 5.56277  -0.33
O2 -0.77360 0.68282 6.09682  0.08
C1 -1.74418 0.03206 4.08812  -0.05
C2 -2.72249 -0.74874 3.58295  0.07
C3 -2.96245 -0.80403 2.18395  -0.13
C4 -4.00307 -1.57493 1.63150  0.01
C5 -4.19918 -1.56177 0.27833  -0.03
C6 -3.36147 -0.75805 -0.51039  -0.09
N2 -2.39041 -0.02987 -0.00789  0.04
C7 -2.15993 -0.05653 1.31645  -0.14
C8 -1.06860 0.72915 1.85072  -0.11
N3 -0.26347 1.37161 0.96048  -0.04
C9 0.67557 2.18811 1.41671  -0.06
C10 0.90116 2.37071 2.77756  0.00
C11 0.15729 1.67760 3.69239  0.03
C12 -0.87175 0.82331 3.24325  -0.05
H1 -3.34173 -1.32231 4.25678  0.13
H2 -4.63489 -2.16075 2.28709  0.13
H3 -4.98375 -2.14031 -0.18736  0.11
H4 -3.48568 -0.71096 -1.58601  0.12
H5 1.27416 2.70072 0.68877  0.11
H6 1.68170 3.04946 3.08959  0.12
H7 0.34363 1.79251 4.74450  0.10
O3 2.49979 1.30993 -0.80883  0.08
B1 1.39412 1.56355 -1.74048  -0.84
O4 1.63686 2.88845 -2.32552  0.12
C13 2.70806 3.39625 -1.67470  -0.23
C14 3.25871 4.65416 -1.78078  0.00
C15 4.35825 4.95408 -0.96944  -0.11
C16 4.87993 4.02044 -0.08826  -0.11
C17 4.31875 2.74198 0.01975  -0.01
C18 3.24014 2.45109 -0.78341  -0.25
H8 2.84694 5.37797 -2.47123  0.12
H9 4.80633 5.93731 -1.03027  0.09
H10 5.73162 4.28061 0.52652  0.09
H11 4.72180 1.99763 0.69480  0.11
C19 -0.82540 -5.55277 -1.37419  -0.05
C20 -0.48307 -4.19968 -1.93329  -0.27
C21 0.36892 -3.33695 -1.25297  -0.03
C22 0.66389 -2.07703 -1.75411  -0.04
C23 0.10063 -1.68377 -2.95701  -0.27
C24 -0.72605 -2.53933 -3.67341  -0.04
C25 -1.01578 -3.78883 -3.15484  -0.04
S1 0.32129 -0.04050 -3.56454  0.63
O5 0.41191 -0.08899 -4.98306  -0.23
O6 1.56594 0.47708 -2.88314  -0.13
O7 -0.84557 0.74458 -3.05727  -0.43
H12 -0.30833 -5.73426 -0.43336  0.07
H13 -0.54854 -6.34363 -2.07275  0.08
H14 -1.89822 -5.63906 -1.19369  0.08
H15 0.81279 -3.65414 -0.31707  0.11
H16 1.31818 -1.40315 -1.21627  0.11
H17 -1.13078 -2.22410 -4.62594  0.12
H18 -1.66164 -4.45996 -3.70840  0.12

Computed properties:
Energy relative to the best compared isomer or geometry (same formula, charge and spin): 0.000 eV
Lowest unoccupied orbital energy: -0.064 hartree
Maximum force: 0.46 eV/A
E: -2196.8463 Ha
Orbital gap: 5.5 eV

***

Record 4
A molecular structure, C4H5I. Source: the Open Molecules 2025 dataset; level of theory: ωB97M-V with the def2-TZVPD basis set.

Last column: Löwdin charge in e.
Cartesian coordinates (Å):
C1 -0.90779 0.16871 0.31269  -0.09
C2 -0.28891 -0.85600 0.89486  -0.13
C3 0.30766 0.74143 -0.27881  -0.26
C4 1.01578 -0.43230 0.36084  -0.84
I1 2.68359 0.11612 1.53983  0.78
H1 -1.89432 0.32170 0.37021  0.07
H2 -0.52629 -1.70129 1.44118  0.08
H3 0.22674 0.64564 -1.37467  0.12
H4 0.59956 1.67526 0.28986  0.10
H5 1.40507 -1.29609 -0.60550  0.18

Computed properties:
Energy relative to the best compared isomer or geometry (same formula, charge and spin): 1.402 eV
Lowest unoccupied orbital energy: 0.022 hartree
Maximum force: 5.54 eV/A
E: -452.9967 Ha
Orbital gap: 9.9 eV

***

Question: Look up the lowest unoccupied orbital energy of the second one.
Answer: -0.188 hartree

***

Question: Look up the maximum force of the third one.
Answer: 0.46 eV/A

***

Question: The lowest E belongs to which entry?
Answer: C17H22Cl2N3O5S3